# 1
A molecular structure, C26H27BrN4Pd in a non-equilibrium geometry, computed with wB97M-V/def2-TZVPD.

- Total charge: +2
- E_HOMO: -13.98 eV
- Lowest unoccupied orbital energy: -8.50 eV
- DFT total energy: -106865.649 eV
- Relative energy (zero: lowest compared OMol25 entry of this formula, charge and spin): 0.986 eV

Each line ends with the Mulliken charge.
Geometry (Å):
Pd -0.284321 -0.462304 0.565523  -0.35
C -1.772689 -2.635817 2.016766  -1.38
N -2.159322 -1.723681 0.924146  0.52
C -2.533284 -2.489744 -0.274461  -1.15
C -3.238029 -0.816840 1.369831  -0.88
C -2.667363 0.388839 2.027241  1.05
C -3.361951 1.140833 2.969835  -1.14
C -2.806223 2.302373 3.485392  -0.75
C -1.544710 2.719088 3.083412  -0.75
C -0.824278 1.958332 2.167132  -0.26
C -1.413160 0.823024 1.675718  0.96
H -2.634707 -3.224273 2.342451  0.46
H -1.405777 -2.059839 2.862338  0.50
H -0.998716 -3.315426 1.668567  0.36
H -3.423834 -3.092631 -0.076407  0.35
H -1.718780 -3.158169 -0.549294  0.30
H -2.742429 -1.818669 -1.102590  0.46
H -3.911907 -1.342046 2.051266  0.50
H -3.827849 -0.517192 0.501182  0.48
H -4.341427 0.813504 3.296309  0.52
H -3.357983 2.884953 4.210450  0.44
H -1.111000 3.626015 3.481069  0.46
H 0.171457 2.257719 1.865731  0.45
C 1.743567 1.593288 -1.025544  -1.53
N 1.518790 0.636932 0.070333  0.73
C 2.406128 0.493413 1.006410  -0.20
C 2.196970 -0.433908 2.006758  0.19
C 2.928237 -0.742785 3.149000  -0.80
C 2.255131 -1.791570 3.776477  -0.95
C 1.140998 -2.083957 2.991359  -0.26
N 1.096832 -1.272905 1.916962  0.13
C 2.831672 1.081486 -1.949879  0.69
C 2.760618 -0.213570 -2.458072  0.06
C 3.684455 -0.643778 -3.395309  -0.84
C 4.704256 0.208153 -3.802706  -0.45
C 4.796275 1.484142 -3.272817  -0.64
C 3.874499 1.915235 -2.325202  -0.46
H 2.038660 2.566210 -0.625767  0.53
H 0.817284 1.712700 -1.582408  0.27
H 3.309083 1.101310 1.017670  0.41
H 3.826096 -0.243804 3.478449  0.50
H 2.524930 -2.302438 4.685750  0.47
H 0.431544 -2.872510 3.170313  0.64
H 1.968257 -0.872445 -2.118844  0.26
H 3.622435 -1.644315 -3.803004  0.42
H 5.448178 -0.135210 -4.508665  0.40
H 5.592172 2.145696 -3.587154  0.42
H 3.953552 2.913004 -1.908958  0.39
Br -3.242169 1.202783 -5.341522  -0.04
C -2.313967 0.746805 -3.788898  -0.06
C -2.379714 1.562499 -2.663673  -0.80
C -1.702086 1.175586 -1.529379  -0.46
N -0.986822 0.034880 -1.463800  1.10
C -0.915031 -0.733487 -2.555488  -0.71
C -1.556466 -0.416890 -3.733268  -0.74
H -2.950874 2.479959 -2.670835  0.52
H -1.727599 1.792418 -0.641346  0.61
H -0.318427 -1.635288 -2.485663  0.55
H -1.469178 -1.065687 -4.592887  0.50

Atomic forces in eV per Å
1.243 -0.780 -1.538
-0.262 -0.178 0.162
1.558 0.554 0.009
-0.099 -0.101 -0.115
-0.354 0.047 -0.012
-0.183 -0.528 -0.137
0.080 0.287 -0.005
0.011 0.005 0.024
-0.249 -0.075 -0.065
0.696 0.081 -0.212
0.471 0.148 0.352
-0.035 -0.001 -0.094
-0.141 0.042 -0.024
-0.001 0.036 -0.043
0.024 0.006 0.076
0.015 -0.008 0.028
-0.081 0.014 0.069
-0.009 -0.117 -0.092
0.062 -0.025 -0.068
-0.011 -0.017 -0.059
0.006 -0.022 0.015
0.045 -0.009 -0.015
-0.015 0.012 0.078
0.302 -0.205 -0.212
-1.532 -0.470 0.460
0.066 0.308 -0.082
0.258 -0.180 0.634
0.010 0.084 -0.005
-0.333 -0.167 -0.137
0.194 -0.066 0.803
-1.264 0.825 -0.817
-0.119 0.008 0.113
-0.042 0.183 -0.162
0.023 -0.101 0.104
0.063 -0.005 0.026
0.074 0.007 0.114
-0.111 0.035 -0.199
-0.140 -0.003 0.096
0.025 0.085 0.104
-0.006 0.011 -0.203
0.064 -0.093 -0.046
0.086 -0.053 -0.066
0.048 0.067 -0.007
0.037 -0.063 -0.058
0.014 -0.004 0.026
-0.067 0.014 -0.072
0.020 -0.016 0.029
-0.023 0.007 -0.027
0.093 -0.031 0.105
-0.104 0.014 -0.095
0.035 0.032 -0.014
-0.088 -0.037 -0.205
-0.670 0.731 1.316
0.315 -0.336 0.152
0.007 0.084 -0.065
0.016 0.005 0.005
-0.026 -0.004 0.002
-0.032 -0.013 0.027
0.035 -0.021 0.020

# 2
A molecular structure, C20H28N12ReS, computed with wB97M-V/def2-TZVPD.

- Total charge: +4
- Spin multiplicity: 4
- E_HOMO (alpha / beta): -19.41 / -19.37 eV
- Lowest unoccupied orbital energy (alpha / beta): -13.07 / -14.45 eV
- Expectation value of S²: 3.7738
- DFT total energy: -52002.407 eV
- Relative energy (zero: lowest compared OMol25 entry of this formula, charge and spin): 0.602 eV

Each line ends with the Mulliken charge.
Geometry (Å):
Re -0.701618 0.096066 -0.175148  0.87
C -2.696847 -3.812884 0.406036  -1.76
C -2.081162 -2.556247 -0.076194  0.81
N -1.450929 -1.688219 0.670106  0.20
N -1.648872 -1.677682 2.053989  -0.47
C -2.278052 -0.560877 2.499315  0.46
N -2.770894 -0.504221 3.707071  -0.25
S -2.373947 0.814141 1.439518  -0.38
C -2.277811 -2.100824 -1.460094  0.79
C -2.895640 -2.869938 -2.424138  -0.80
C -3.284735 -2.270737 -3.625536  -0.58
C -3.046585 -0.922297 -3.800193  -1.07
C -2.386191 -0.211651 -2.800637  0.17
N -1.998823 -0.777074 -1.655488  0.14
H -3.787384 -3.744118 0.337890  0.43
H -2.423960 -4.087867 1.420549  0.43
H -2.391665 -4.634964 -0.247304  0.47
H -1.685500 -2.558079 2.556543  0.30
H -2.788702 -1.296808 4.340828  0.26
H -3.198345 0.350139 4.048970  0.30
H -3.104260 -3.916492 -2.249415  0.43
H -3.788294 -2.851900 -4.387968  0.51
H -3.367177 -0.405710 -4.695350  0.49
H -2.184122 0.844286 -2.920496  0.53
N 2.174927 -0.689522 -3.105009  0.01
C 2.304691 -1.944244 -2.561419  -0.89
C 1.432297 -2.007731 -1.517790  -0.59
N 0.779198 -0.796970 -1.422719  0.25
C 1.255395 -0.020782 -2.403358  -0.11
C 0.713256 1.319966 -2.464964  0.46
N -0.179703 1.639760 -1.512732  0.57
C -0.580235 2.942545 -1.758088  -0.64
C 0.093665 3.396728 -2.848389  -0.68
N 0.895790 2.362841 -3.275956  0.02
H 2.712557 -0.352280 -3.895559  0.22
H 2.999591 -2.669888 -2.952482  0.45
H 1.259751 -2.821779 -0.834727  0.53
H -1.296809 3.460019 -1.141847  0.49
H 0.074285 4.352418 -3.347917  0.47
H 1.516952 2.417059 -4.075585  0.24
C 0.709690 2.352841 1.539967  -0.67
N 1.745042 2.794048 2.401226  0.16
C 1.755776 2.007078 3.636632  -0.75
N 2.021925 0.598550 3.319357  0.22
C 0.991979 0.087836 2.487484  -0.74
N 0.880494 0.849975 1.137434  0.54
C 2.321089 0.778014 0.541026  -0.56
N 3.309625 1.276658 1.425334  0.30
C 3.048407 2.683444 1.744222  -0.71
C 3.325612 0.485368 2.659133  -0.63
H 0.719718 2.926395 0.611747  0.34
H -0.257131 2.441589 2.035099  0.41
H 0.792832 2.098699 4.141540  0.31
H 2.531922 2.381498 4.301192  0.35
H 0.035178 0.212796 2.993723  0.38
H 1.174215 -0.962707 2.246312  0.26
H 2.308210 1.379232 -0.371463  0.03
H 2.520459 -0.270458 0.318760  0.33
H 3.054339 3.279252 0.830043  0.32
H 3.826481 3.058338 2.406110  0.35
H 4.103837 0.857403 3.322532  0.35
H 3.536205 -0.560034 2.428276  0.32

Atomic forces in eV per Å
0.407 0.139 0.312
0.015 -0.010 0.028
-0.022 0.027 -0.014
0.039 0.020 0.019
-0.138 0.042 0.038
0.056 -0.080 0.044
0.010 -0.006 -0.029
0.087 0.066 -0.170
-0.016 -0.066 0.007
0.026 0.039 0.035
-0.005 0.027 0.000
0.001 -0.026 -0.004
0.000 0.023 -0.001
-0.191 -0.070 -0.126
-0.008 0.008 -0.009
0.012 0.005 -0.002
-0.015 -0.004 0.004
0.056 0.017 0.001
-0.006 -0.006 -0.001
0.003 0.003 -0.003
-0.006 -0.006 0.007
0.009 -0.004 -0.012
0.001 0.004 -0.004
-0.012 0.002 -0.002
-0.033 0.043 0.064
-0.009 -0.041 0.026
0.052 -0.029 0.013
0.099 0.017 -0.112
-0.018 -0.011 -0.024
0.024 0.023 -0.004
-0.052 0.002 0.014
0.025 0.072 0.012
-0.060 0.026 0.017
-0.012 -0.063 0.057
-0.006 0.005 -0.003
0.002 -0.013 -0.011
-0.008 -0.018 -0.006
-0.012 0.008 -0.002
-0.005 0.008 -0.004
0.004 -0.004 -0.001
-0.055 0.079 0.000
-0.045 -0.024 -0.038
0.021 0.029 0.062
-0.053 -0.023 -0.039
-0.042 -0.027 0.055
-0.146 -0.147 -0.114
0.045 -0.006 -0.082
-0.057 -0.025 -0.061
0.031 0.029 0.004
0.039 -0.006 0.033
-0.005 -0.005 0.035
-0.007 -0.010 -0.018
0.005 0.001 0.002
-0.011 -0.004 -0.007
0.007 -0.006 -0.022
0.001 0.004 0.012
-0.001 -0.037 0.044
-0.004 0.017 -0.012
0.003 0.000 0.002
-0.010 -0.004 -0.004
-0.013 -0.004 -0.008
0.003 0.005 0.002

# 3
4 unconnected molecules or ions with the total composition C19H42O17P3S2 in a non-equilibrium geometry, computed with wB97M-V/def2-TZVPD.

- Total charge: -1
- E_HOMO: -4.38 eV
- Lowest unoccupied orbital energy: 1.98 eV
- DFT total energy: -104727.347 eV

Each line ends with the Mulliken charge.
Geometry (Å):
C 6.798355 0.751371 -2.592666  -1.03
C 5.544220 -0.234850 -2.322610  0.55
S 6.128908 -1.853475 -1.657927  -0.25
C 4.871280 -2.676880 -0.593261  -0.75
C 4.042492 -1.780641 0.426111  1.02
P 4.841122 -0.366087 1.403310  0.46
O 6.189041 0.365626 0.701047  -0.42
O 3.668932 0.836347 1.747753  -0.48
S 5.446381 -1.060976 3.145877  -0.39
O 3.798350 -2.752440 1.496582  -0.49
P 2.208369 -2.510397 2.245202  -0.30
C 1.530730 -4.186907 1.628830  -0.76
C -0.018288 -4.443924 1.917904  -0.65
C -0.983422 -4.002261 0.706212  -0.46
O -1.195154 -2.567197 0.625374  -0.16
C -2.539706 -2.223029 0.855470  0.62
C -3.370299 -1.747949 -0.428665  -0.92
O -3.094421 -2.231567 1.959000  -0.51
O 1.554271 -1.512915 0.978026  -0.47
C 2.499946 -1.564300 -0.114061  -0.09
P 2.204897 -0.488247 -1.631225  -0.05
O 2.654772 -1.528077 -2.950421  -0.43
O 0.497663 -0.297774 -1.869877  -0.37
H 6.605400 1.437092 -3.478823  0.33
H 7.770608 0.179719 -2.734067  0.29
H 6.943656 1.439877 -1.687056  0.20
H 4.924714 0.297138 -1.521700  -0.02
H 4.883697 -0.306552 -3.239006  -0.10
H 4.179067 -3.277932 -1.282872  0.27
H 5.416038 -3.470237 0.029244  0.41
H 7.020964 -0.098276 0.926686  0.35
H 4.207161 1.646361 1.890738  0.30
H 1.055396 -2.448843 3.148919  0.08
H 2.835609 -3.196976 3.371154  0.05
H 2.542435 -1.239706 2.872803  0.16
H 2.105139 -4.996142 2.206607  0.38
H 1.706776 -4.411288 0.525416  0.17
H -0.146450 -5.587532 1.979490  0.36
H -0.385912 -4.047174 2.918004  0.28
H -2.022607 -4.477096 0.834136  0.39
H -0.528530 -4.453504 -0.237873  0.26
H -4.235683 -2.447412 -0.644433  0.28
H -2.679391 -1.799162 -1.341408  0.21
H -3.671419 -0.662895 -0.297785  0.33
H 2.284743 -2.627360 -0.525750  -0.20
H 2.159221 -2.371742 -2.810749  0.30
H 0.129092 -1.157582 -2.183710  0.26
C 6.160927 0.646553 -8.902916  -0.63
O 5.112569 0.950069 -7.986515  -0.33
C 4.599646 -0.123991 -7.363632  0.76
O 4.949504 -1.266202 -7.521538  -0.55
O 3.633077 0.297679 -6.538694  -0.32
C 2.992723 -0.747065 -5.802102  -0.46
H 6.497284 1.584695 -9.344694  0.22
H 7.004326 0.185781 -8.384930  0.29
H 5.798113 -0.002331 -9.702617  0.29
H 3.709495 -1.261576 -5.161775  0.21
H 2.503669 -1.451321 -6.479123  0.30
H 2.231689 -0.292173 -5.170044  0.19
C -5.633619 -0.877536 2.818638  -0.34
O -6.123811 0.436826 3.102718  -0.33
C -6.888280 0.958700 2.136741  0.67
O -7.178786 0.426531 1.095501  -0.56
O -7.277023 2.184480 2.531436  -0.18
C -8.105470 2.866647 1.591907  -0.73
H -5.029047 -1.198584 3.665697  0.22
H -6.462060 -1.579191 2.699248  0.29
H -5.003652 -0.870073 1.930482  0.06
H -9.031671 2.314238 1.422221  0.31
H -7.572835 3.025127 0.652351  0.30
H -8.355936 3.840050 2.015746  0.24
C -6.604338 8.652153 5.122333  -0.62
O -7.302701 7.466660 4.748850  -0.32
C -6.574894 6.342932 4.858950  0.74
O -5.432223 6.275382 5.232438  -0.53
O -7.343187 5.312280 4.480210  -0.28
C -6.694023 4.038799 4.545918  -0.66
H -7.286073 9.493081 4.994176  0.22
H -6.302584 8.607712 6.170590  0.29
H -5.737231 8.808030 4.477582  0.29
H -6.396172 3.811158 5.571671  0.41
H -5.831628 4.011086 3.878108  0.29
H -7.403943 3.287169 4.221114  0.23

Atomic forces in eV per Å
-0.103 -0.002 0.591
-0.486 1.678 0.402
0.486 0.136 -0.209
-0.322 0.040 -0.195
-1.887 -2.381 0.144
1.053 0.379 3.114
-1.851 -0.038 -0.232
2.478 -0.816 -1.996
0.314 0.421 -0.906
-0.398 1.895 -2.561
-0.505 -0.250 4.869
-0.609 -1.264 -0.530
-0.268 -0.746 -0.740
0.003 -1.619 1.412
-2.008 -0.114 -0.173
-1.079 0.400 0.876
1.612 -0.198 -0.499
1.884 -0.376 -2.695
1.811 0.360 -2.489
-1.332 -2.850 0.086
-0.510 1.503 -0.917
-1.581 -0.194 2.285
1.861 -1.831 -0.018
0.201 -1.065 0.956
-1.240 0.666 -0.021
-0.209 -1.151 -1.205
0.723 -0.865 -1.131
0.922 -0.230 1.043
0.631 1.104 1.203
-0.478 1.468 -0.857
-0.924 -0.003 0.187
-0.487 -0.433 0.042
-0.483 0.257 -0.826
0.017 -0.002 -0.222
0.641 -0.385 -0.461
-0.668 1.249 -0.855
-0.170 0.199 1.074
0.014 1.479 -0.159
0.574 -0.160 -1.354
1.525 0.414 -0.068
-0.567 1.130 0.875
0.884 1.014 0.642
-0.957 0.141 1.300
0.073 -1.459 -0.046
0.709 1.093 0.096
0.708 0.459 -0.284
0.047 0.779 0.562
0.267 -0.002 -0.224
-0.089 -0.105 0.084
-0.266 0.105 0.279
-0.022 0.285 -0.075
0.359 0.025 -0.442
-0.250 -0.271 0.258
-0.214 0.036 0.193
-0.144 -0.109 -0.077
0.077 -0.077 0.162
-0.081 0.002 -0.179
0.195 -0.005 0.001
0.231 0.191 -0.134
0.220 -0.457 -0.051
-0.460 0.438 -0.213
0.298 -0.304 0.231
-0.020 0.237 0.209
-0.007 -0.559 -0.497
-0.222 0.259 -0.222
-0.057 0.294 -0.047
0.030 0.134 -0.130
-0.197 -0.023 0.121
0.162 -0.035 -0.102
-0.100 -0.160 0.043
0.173 -0.139 0.184
0.123 0.346 0.075
0.034 -0.182 -0.011
-0.155 -0.229 -0.084
-0.284 0.108 -0.069
0.123 0.519 0.112
0.137 -0.339 0.310
-0.120 -0.257 -0.071
0.119 -0.067 -0.145
0.014 -0.104 0.171
0.150 0.174 -0.106
-0.032 0.041 0.172
-0.042 0.398 0.162